one) A molecular structure, C3H2N2O2, computed with ωB97M-V/def2-TZVPD.

Summary:
* HOMO level: -0.3647 Eh
* net charge: 0
* LUMO energy: -0.0241 Ha

Geometry as XYZ:
```
9
C3H2N2O2 ωB97M-V/def2-TZVPD
O 1.45 1.30 -0.21
O 0.58 -0.78 0.18
N -0.48 2.10 0.06
C -1.16 1.15 0.08
H 2.61 -0.27 -0.11
C -1.15 -0.26 0.06
H -1.47 -2.10 -0.04
C 1.57 0.11 -0.05
N -1.95 -1.20 0.00
```

Here are the Löwdin charges for atoms 1 to 8, given in e:
1. O -0.01
2. O -0.03
3. N 0.24
4. C -0.11
5. H 0.14
6. C -0.18
7. H 0.11
8. C -0.37

=====

two) A molecular structure, C3H2N2O2, computed with ωB97M-V/def2-TZVPD.

Summary:
* HOMO level: -0.3719 Eh
* net charge: 0
* LUMO energy: -0.0496 Ha

Geometry as XYZ:
```
9
C3H2N2O2 ωB97M-V/def2-TZVPD
N -0.44 0.11 0.73
N -1.58 1.55 0.76
O 1.89 -1.36 -1.31
C 0.48 0.32 -0.27
C -1.80 0.37 0.52
O 0.63 1.26 -0.99
H -2.62 -0.31 0.30
C 1.48 -0.81 -0.32
H 1.94 -1.14 0.59
```

Here are the Löwdin charges for atoms 1 to 8, given in e:
1. N 0.12
2. N 0.29
3. O 0.10
4. C -0.49
5. C -0.25
6. O 0.14
7. H 0.13
8. C -0.17

=====

Most stable: one)